# 1
This record from OMol25 describes a cluster of 5 separate species, C24H72N13O7P4 in total at a distorted geometry. The level of theory is ωB97M-V/def2-TZVPD.

Summary:
Net charge = -1
Calculated total energy = -3561.70975 Eh
Maximum force = 1.274 eV/A
Lowest unoccupied orbital energy = 2.33 eV
HOMO level = -5.339 eV

Each line ends with the Mulliken charge.
CARTESIAN COORDINATES (ANGSTROEM)
N1 -0.00648 -1.16028 0.83552  0.933
O1 0.71648 -1.49860 -0.12528  -0.651
O2 0.38773 -0.25851 1.62114  -0.597
O3 -1.09504 -1.72570 1.03771  -0.648
O4 4.67907 3.54258 4.51888  -0.890
P1 3.84369 2.44495 3.98563  0.234
N2 2.24836 2.85573 3.75305  0.640
C1 1.42147 3.09634 4.91610  -0.840
C2 1.91393 3.63161 2.57939  -1.008
N3 3.73925 1.17518 5.02992  0.213
C3 2.71567 0.13878 4.95795  -0.494
C4 4.73642 1.07630 6.06773  -1.176
N4 4.40046 1.86884 2.54039  0.428
C5 3.55863 0.99635 1.72799  -1.004
C6 5.55922 2.44797 1.89078  -1.122
H1 1.83393 2.57338 5.78114  0.367
H2 0.41565 2.67501 4.81665  -0.070
H3 1.37385 4.16806 5.14017  0.334
H4 0.88628 3.44813 2.24870  0.158
H5 2.49483 3.26744 1.73139  0.294
H6 2.06627 4.70662 2.72549  0.348
H7 3.10633 -0.75253 4.45742  0.343
H8 2.38488 -0.12975 5.96043  0.499
H9 1.91445 0.53901 4.33910  -0.197
H10 4.66123 0.09704 6.54185  0.457
H11 5.74187 1.24792 5.68254  0.262
H12 4.56934 1.80306 6.87368  0.299
H13 2.50328 0.98411 1.98453  0.316
H14 3.55113 1.31607 0.67373  0.422
H15 4.01530 0.00312 1.68726  0.220
H16 5.27257 3.29215 1.24494  0.322
H17 6.06180 1.73514 1.23054  0.391
H18 6.28677 2.78124 2.62617  0.297
O5 -3.91108 0.93911 6.07106  -0.897
P2 -3.66845 1.70035 4.83273  0.249
N5 -4.81838 1.52596 3.64222  0.316
C7 -4.59358 0.48891 2.63632  -1.023
C8 -6.21214 1.70022 4.08153  -1.175
N6 -2.24448 1.37023 4.10411  0.732
C9 -1.47208 0.15163 4.33120  -0.869
C10 -1.78064 2.18622 2.97434  -0.918
N7 -3.69928 3.34878 5.15638  0.157
C11 -2.69020 3.77597 6.10370  -1.021
C12 -4.01595 4.35877 4.16278  -1.042
H19 -4.12103 0.91489 1.73770  0.270
H20 -5.53652 0.12090 2.23263  0.477
H21 -3.95029 -0.32854 2.95827  0.278
H22 -6.31394 2.72387 4.43592  0.337
H23 -6.45812 1.00871 4.89652  0.322
H24 -6.87748 1.43376 3.26445  0.432
H25 -0.42517 0.37295 4.55200  0.100
H26 -1.90693 -0.42445 5.14745  0.311
H27 -1.49223 -0.46037 3.42369  0.323
H28 -2.67378 2.57051 2.48051  0.545
H29 -1.11794 2.98444 3.31424  -0.096
H30 -1.21327 1.53900 2.30223  0.230
H31 -1.79649 4.14060 5.57972  0.256
H32 -3.08572 4.56801 6.75057  0.370
H33 -2.40352 2.98105 6.78939  0.314
H34 -3.10774 4.74286 3.68402  0.278
H35 -4.60260 5.14525 4.64358  0.306
H36 -4.62985 3.92435 3.37526  0.394
O6 1.54155 -3.42813 -3.11075  -0.856
P3 2.44328 -2.81881 -4.07791  -0.258
N8 1.65851 -2.12576 -5.38019  1.012
C13 2.18501 -1.07507 -6.21643  -1.244
C14 0.28540 -2.42524 -5.72129  -1.529
N9 3.50148 -3.91079 -4.79173  0.284
C15 4.54523 -4.46520 -3.94903  -1.093
C16 3.79007 -3.94108 -6.21615  -0.876
N10 3.48665 -1.70817 -3.38579  0.738
C17 3.13524 -0.97255 -2.15292  -0.901
C18 4.56501 -1.06470 -4.10595  -1.258
H37 1.76942 -1.16821 -7.22135  0.415
H38 3.26719 -1.03363 -6.28650  0.406
H39 1.91301 -0.07975 -5.82304  0.244
H40 -0.20970 -1.46296 -5.92024  0.527
H41 -0.33228 -2.94093 -4.99368  0.326
H42 0.21578 -2.95424 -6.68568  0.274
H43 5.49671 -3.90627 -4.02144  0.310
H44 4.26470 -4.39454 -2.89944  0.311
H45 4.75540 -5.49734 -4.23643  0.411
H46 4.56023 -4.68479 -6.41571  0.359
H47 2.90210 -4.24035 -6.77772  0.222
H48 4.12007 -2.97140 -6.59932  0.269
H49 2.40932 -0.17805 -2.33172  0.184
H50 2.78129 -1.64451 -1.37730  0.259
H51 4.06300 -0.50852 -1.80826  0.434
H52 4.29829 -0.07155 -4.47912  0.287
H53 4.84255 -1.67264 -4.97267  0.417
H54 5.47519 -1.06563 -3.49933  0.352
O7 -1.41469 -3.23557 -2.83234  -0.880
P4 -2.32630 -2.13703 -3.12881  -0.317
N11 -3.47668 -1.85375 -1.96054  0.862
C19 -3.27295 -0.84287 -0.94515  -1.254
C20 -4.72507 -2.56941 -1.85061  -1.113
N12 -3.27041 -2.40794 -4.49416  0.648
C21 -2.83455 -3.38266 -5.47929  -1.295
C22 -4.50671 -1.75753 -4.83570  -1.415
N13 -1.57200 -0.68743 -3.40578  0.807
C23 -2.28618 0.44141 -3.91582  -0.843
C24 -0.26359 -0.47215 -2.79282  -0.112
H55 -3.11529 -1.29283 0.03890  0.424
H56 -4.13133 -0.15747 -0.90827  0.337
H57 -2.40773 -0.22473 -1.17135  0.299
H58 -4.65365 -3.35790 -1.09032  0.302
H59 -5.01829 -3.06023 -2.77691  0.385
H60 -5.56824 -1.91371 -1.60370  0.307
H61 -2.28137 -4.16880 -4.96985  0.427
H62 -3.73525 -3.84963 -5.90717  0.381
H63 -2.31760 -2.95986 -6.34692  0.231
H64 -4.46153 -1.33355 -5.84965  0.386
H65 -5.33544 -2.47542 -4.84337  0.405
H66 -4.67590 -0.91306 -4.17126  0.386
H67 -3.31116 0.49023 -3.52496  0.253
H68 -1.73907 1.35495 -3.70557  0.365
H69 -2.44577 0.38748 -5.00610  0.162
H70 -0.01572 0.59635 -2.83144  0.435
H71 0.52791 -1.04187 -3.26640  -0.508
H72 -0.23489 -0.65495 -1.71466  -0.123

Force components x, y, z for each atom (eV/Å):
0.6 -0.3 0.1
-0.2 0.2 0.5
-0.1 0.2 0.0
0.0 0.2 0.1
0.5 -0.2 0.0
-0.1 0.3 0.2
-0.2 -0.4 -0.4
0.0 -0.2 0.4
-0.2 -0.3 -0.5
-0.3 0.0 0.4
0.6 0.3 -0.6
0.0 0.1 0.6
-0.4 0.3 -0.2
0.7 -0.2 -1.0
-0.1 0.3 -0.3
0.2 0.2 0.0
0.0 0.2 -0.3
-0.1 0.0 0.1
-0.1 0.1 0.4
0.3 0.3 0.1
0.0 0.0 -0.1
-0.1 -0.1 0.1
-0.2 0.1 0.0
-0.3 -0.3 0.2
0.2 -0.1 -0.2
0.0 -0.2 0.1
0.0 0.1 -0.1
0.1 -0.3 0.5
0.1 0.3 0.2
-0.5 -0.2 0.2
0.1 0.0 0.1
-0.2 -0.3 0.2
-0.1 0.1 0.0
0.2 -0.3 0.1
0.0 0.3 0.3
-0.6 -0.1 -0.2
0.3 0.4 -1.0
0.6 -0.5 0.3
0.8 -0.1 0.0
-0.3 -0.4 -0.2
-0.4 -0.5 0.4
-0.1 -0.3 -0.4
-0.1 0.3 0.4
-0.2 -0.4 0.0
0.2 0.0 0.3
-0.1 -0.2 0.5
-0.2 -0.1 0.1
-0.5 0.0 -0.1
0.0 0.1 0.1
-0.1 0.5 -0.2
-0.1 0.1 0.0
0.0 0.2 0.1
0.2 0.0 0.1
0.3 0.3 -0.3
-0.1 0.2 -0.1
-0.1 0.0 -0.1
0.0 0.0 0.1
0.1 0.1 -0.2
0.0 -0.2 -0.2
-0.1 0.3 0.1
0.2 0.3 -0.1
0.0 0.0 0.0
-0.1 0.0 0.3
0.6 0.0 -0.5
0.2 -0.4 0.2
0.1 0.7 0.3
-0.6 0.6 -0.8
0.4 0.1 -0.1
0.4 0.4 0.1
-0.5 0.0 0.1
-0.2 0.5 0.4
0.3 -0.3 -0.3
0.1 -1.0 -0.5
0.1 0.0 -0.1
0.1 -0.4 -0.1
-0.2 -0.1 -0.1
-0.2 -0.1 0.2
0.7 -0.1 0.5
0.2 -0.2 0.1
-0.1 0.0 -0.2
-0.2 -0.3 0.0
-0.1 -0.1 0.2
0.1 0.0 0.1
0.0 0.1 -0.1
0.2 -0.1 -0.2
-0.1 0.0 0.1
-0.3 0.0 -0.1
-0.1 0.0 0.1
0.2 0.2 0.2
-0.1 0.1 0.0
-0.1 0.4 0.2
0.4 -0.4 -0.5
-1.1 0.2 0.0
-0.5 1.0 -0.7
-0.1 0.2 0.3
0.0 -0.7 0.1
0.2 -0.3 -0.2
-0.9 -0.3 0.1
0.3 0.4 -0.4
0.6 -0.4 0.5
-0.7 -0.1 -0.8
0.2 0.9 0.6
0.0 0.1 -0.1
-0.1 -0.1 0.0
0.1 -0.2 0.0
-0.2 0.1 0.1
0.3 -0.1 -0.1
0.2 0.2 0.2
0.4 0.1 -0.3
0.1 -0.1 0.1
0.3 0.1 0.2
0.1 0.0 0.0
-0.2 0.2 0.2
-0.4 -0.2 0.1
0.2 0.3 0.4
-0.1 0.1 0.1
0.3 0.0 0.0
0.0 -0.1 -0.5
-0.1 -0.1 0.0
-0.1 -0.6 -0.3


# 2
This record from OMol25 describes a structure of composition C10H24ClI2N2P2SYb at a distorted geometry. The level of theory is ωB97M-V/def2-TZVPD.

Summary:
2S+1 = 2
Net charge = +2
Expectation value of S² = 0.7509
Calculated total energy = -3799.64394 Eh
Maximum force = 2.788 eV/A
Lowest unoccupied orbital energy (alpha / beta) = -9.70 / -9.70 eV
HOMO level (alpha / beta) = -13.329 / -13.329 eV

Each line ends with the Mulliken charge.
CARTESIAN COORDINATES (ANGSTROEM)
I1 -5.02175 0.90899 -1.84846  0.318
I2 -3.68100 -1.57182 -2.14453  0.145
Yb1 -1.87056 0.39128 -0.81663  0.119
P1 0.16593 0.56050 -2.78798  0.868
C1 1.05650 -0.88044 -3.55452  -1.106
C2 -1.13637 1.00318 -4.01213  -1.165
H1 -0.84564 1.24539 -5.03718  0.383
H2 1.85262 2.20876 -3.85358  0.420
H3 -1.67398 1.87479 -3.62044  0.438
H4 0.92243 2.80938 -2.48282  0.324
H5 0.35169 -1.73150 -3.58516  0.311
H6 -1.91374 0.23155 -4.07460  0.342
C3 1.40958 1.92333 -2.89616  -1.105
H7 1.51413 -0.79223 -4.55830  0.393
H8 2.22850 1.71208 -2.20293  0.322
H9 1.85468 -1.19902 -2.85943  0.325
P2 -2.01679 0.27183 2.03521  0.836
C4 -1.93510 -1.27227 3.06747  -1.110
C5 -1.34046 1.56127 3.17560  -1.115
H10 -3.91848 1.58186 1.34451  0.404
H11 -4.40342 0.77959 2.82950  0.391
H12 -4.34754 -0.07816 1.29979  0.384
C6 -3.81526 0.65339 1.91803  -1.198
H13 -1.39328 2.50529 2.62921  0.324
H14 -1.78172 1.73107 4.16070  0.420
H15 -2.39069 -1.29956 4.07506  0.390
H16 -0.87482 -1.56113 3.18431  0.327
H17 -0.27113 1.38688 3.32156  0.329
H18 -2.38827 -2.09323 2.48230  0.327
Cl1 -1.99598 2.84226 -0.71371  -0.336
C7 4.19495 -0.04037 1.76053  -0.855
N1 3.20879 -0.96839 1.32051  0.134
C8 3.38415 -2.35816 1.31812  -0.058
C9 2.21901 -2.88181 0.83778  -0.674
N2 1.35842 -1.80916 0.55432  0.218
C10 1.98000 -0.60327 0.85928  -0.137
S1 1.45914 0.97245 0.72951  -0.292
H19 4.42951 0.62039 0.94175  0.332
H20 3.78379 0.53546 2.57378  0.339
H21 5.04515 -0.63574 2.06628  0.295
H22 4.33021 -2.77136 1.67354  0.428
H23 1.86784 -3.89586 0.65019  0.449
H24 0.39899 -1.86749 0.23978  0.117

Force components x, y, z for each atom (eV/Å):
0.7 -1.4 -0.2
-1.0 0.8 0.0
1.5 2.2 0.9
1.0 0.0 -1.9
-0.2 -0.8 0.7
-0.6 0.2 0.1
0.3 -0.1 0.2
-0.5 -0.6 -0.2
0.2 0.2 -0.1
0.0 0.1 0.0
0.2 0.3 -0.1
0.3 -0.2 -0.1
-0.3 0.3 1.1
-0.5 0.6 0.5
-0.1 -0.2 0.0
-0.3 0.2 -0.2
-0.8 -0.3 2.0
0.4 -0.8 -0.7
0.6 0.4 -0.9
0.1 0.2 0.2
0.4 -0.1 0.2
0.1 -0.3 0.2
-0.3 0.3 -0.5
0.0 0.1 0.0
-0.5 -0.6 -0.3
0.1 0.6 -0.6
-0.3 0.3 0.0
-0.1 -0.2 -0.1
0.1 0.3 0.2
0.1 -1.1 -0.1
0.2 0.1 0.1
-1.3 -1.1 -0.5
-1.0 0.4 -0.4
0.0 -0.1 0.0
1.0 0.9 0.4
0.7 -2.0 0.2
-1.2 0.3 -0.5
0.4 0.3 -0.2
0.1 0.3 0.4
0.3 0.3 0.1
-0.6 -0.1 -0.3
0.4 0.4 0.2
0.5 -0.1 0.2


# 3
This record from OMol25 describes a cluster of 8 separate species, C14H26Cl18 in total at a distorted geometry. The level of theory is ωB97M-V/def2-TZVPD.

Summary:
Net charge = 0
Calculated total energy = -8832.45671 Eh
Maximum force = 2.116 eV/A
Lowest unoccupied orbital energy = 0.13 eV
HOMO level = -10.711 eV

Each line ends with the Mulliken charge.
CARTESIAN COORDINATES (ANGSTROEM)
Cl1 1.95993 0.67175 -2.30661  -0.101
C1 1.12095 0.03404 -0.94779  0.076
Cl2 0.17922 -1.39263 -1.46525  -0.125
Cl3 0.05810 1.18707 -0.07356  -0.129
H1 1.84137 -0.26415 -0.18609  0.278
Cl4 6.06091 4.71282 4.58234  -0.128
C2 6.45015 3.20827 3.68118  0.054
Cl5 6.64413 3.49048 1.98609  -0.101
Cl6 5.15329 2.00598 3.87447  -0.110
H2 7.38600 2.82222 4.08521  0.286
Cl7 -1.48629 -2.51409 -7.92208  -0.216
C3 -2.51400 -3.76472 -7.03435  -0.449
C4 -3.64252 -3.01339 -6.35199  -0.419
Cl8 -4.69652 -4.24013 -5.61682  -0.193
H3 -1.85489 -4.31614 -6.36382  0.333
H4 -2.93353 -4.40872 -7.80724  0.315
H5 -4.17505 -2.34114 -7.02473  0.331
H6 -3.18187 -2.37619 -5.59708  0.298
Cl9 0.71156 9.27831 -0.23252  -0.192
C5 1.95883 8.28305 0.63030  -0.426
C6 3.24817 8.59734 0.03547  -0.406
Cl10 3.43525 7.75097 -1.55739  -0.184
H7 1.57569 7.26558 0.55247  0.310
H8 1.95310 8.53061 1.69180  0.278
H9 4.04673 8.30022 0.71527  0.287
H10 3.39052 9.67582 -0.03327  0.333
Cl11 -2.92347 -10.79786 0.51658  -0.169
C7 -2.25894 -9.14576 0.38551  -0.413
C8 -1.81222 -8.84846 -1.00667  -0.462
Cl12 -0.41645 -9.95881 -1.44692  -0.192
H11 -1.36960 -9.00299 0.99935  0.312
H12 -3.09611 -8.51100 0.67590  0.290
H13 -1.59039 -7.80099 -1.21089  0.325
H14 -2.61938 -9.09397 -1.69682  0.309
Cl13 -1.18885 0.10820 7.08445  -0.177
C9 -2.46572 1.19815 7.71002  -0.441
C10 -2.56908 2.39177 6.74165  -0.417
Cl14 -1.18924 3.46359 6.86490  -0.166
H15 -2.21375 1.42738 8.74543  0.323
H16 -3.41666 0.66591 7.73313  0.277
H17 -3.46586 2.95489 7.00008  0.280
H18 -2.72416 2.03536 5.72331  0.322
Cl15 5.00770 -4.53730 0.45616  -0.176
C11 4.64711 -6.22944 0.90923  -0.368
C12 4.16071 -6.18565 2.40636  -0.488
Cl16 2.60770 -5.38724 2.58641  -0.173
H19 5.61534 -6.72994 0.89815  0.262
H20 3.94180 -6.64755 0.19103  0.318
H21 4.85898 -5.55985 2.96215  0.306
H22 4.06748 -7.15477 2.89648  0.320
Cl17 -4.85676 8.12064 -3.11343  -0.197
C13 -4.52748 6.67853 -4.02442  -0.466
C14 -3.46822 5.84946 -3.32357  -0.367
Cl18 -3.30405 4.37455 -4.20178  -0.191
H23 -4.24261 7.00158 -5.02571  0.315
H24 -5.49017 6.18598 -4.16123  0.317
H25 -3.85446 5.55036 -2.34917  0.273
H26 -2.53241 6.40200 -3.23961  0.315

Force components x, y, z for each atom (eV/Å):
0.3 0.6 -0.4
-0.5 -0.6 1.0
0.1 0.2 0.3
0.3 -0.1 -0.6
-0.1 -0.2 -0.3
0.1 -0.5 -0.3
-0.4 0.0 0.6
0.3 0.4 -0.6
0.3 0.1 0.4
-0.3 0.0 0.0
-0.4 -0.7 0.5
0.0 0.8 -1.1
1.1 0.2 0.2
-0.2 0.2 0.1
-0.2 0.2 0.0
0.3 -0.1 0.1
-0.2 -0.5 -0.1
-0.4 -0.1 0.3
-0.1 -0.1 0.4
-2.1 0.1 0.4
1.7 -0.3 -0.2
0.2 0.6 0.6
0.6 0.0 -0.2
-0.1 0.3 -0.1
0.1 -0.6 -0.3
-0.2 -0.1 -0.6
0.2 0.0 0.1
0.2 0.3 0.1
-0.4 -0.8 -1.3
-0.6 0.9 0.1
-0.4 -0.3 0.6
0.3 0.2 0.0
0.6 -0.1 0.4
0.1 -0.2 -0.1
-0.1 -0.2 0.2
0.1 0.2 -0.7
-1.0 -0.7 1.0
0.4 0.3 -0.2
0.1 0.4 -0.3
0.1 -0.1 -0.2
0.1 0.2 0.1
0.4 0.0 0.1
-0.1 0.0 -0.4
0.0 0.4 1.7
0.6 0.0 -0.9
-0.7 0.2 -0.1
-0.2 -0.2 -0.2
0.1 0.0 0.3
0.1 -0.3 -0.1
0.2 -0.1 -0.4
-0.2 1.1 0.8
-0.2 -0.1 -0.9
-1.1 0.8 0.5
0.6 -1.3 -0.9
0.4 -0.2 0.1
0.3 -0.4 0.3
0.3 0.4 0.1
0.0 -0.2 0.0


# 4
This record from OMol25 describes a cluster of 2 separate species, C3H10O2S in total at a distorted geometry. The level of theory is ωB97M-V/def2-TZVPD.

Summary:
Net charge = 0
Calculated total energy = -668.86399 Eh
Maximum force = 3.562 eV/A
Lowest unoccupied orbital energy = -0.17 eV
HOMO level = -8.668 eV

Each line ends with the Mulliken charge.
CARTESIAN COORDINATES (ANGSTROEM)
O1 1.46248 -1.74187 -0.40992  -0.557
C1 0.07559 -1.74174 -0.77389  -0.688
C2 -0.78191 -0.90803 0.17080  -0.350
C3 -0.35594 0.54019 0.21758  -0.471
S1 -1.45084 1.55213 1.35725  -0.463
H1 1.53330 -2.14247 0.46586  0.314
H2 0.03040 -1.32013 -1.76578  0.376
H3 -0.27776 -2.77308 -0.80462  0.326
H4 -1.80067 -1.00084 -0.18572  0.345
H5 -0.76959 -1.34962 1.16686  0.353
H6 -0.46032 1.02005 -0.74147  0.304
H7 0.63538 0.67789 0.62861  0.298
H8 -2.43749 1.98214 2.12318  0.223
O2 2.11180 0.81799 -1.74038  -0.629
H9 1.99466 -0.09037 -1.42244  0.330
H10 3.04904 0.91887 -1.94997  0.289

Force components x, y, z for each atom (eV/Å):
-0.1 0.0 0.0
0.3 0.0 0.5
0.3 -0.6 -0.2
-1.4 -1.4 0.1
2.4 2.6 0.2
0.1 0.1 -0.1
0.0 0.0 -0.4
-0.2 0.0 -0.1
-0.3 0.2 0.0
0.1 0.1 0.1
0.1 0.2 -0.2
-0.1 0.2 0.2
-1.2 -1.4 -0.2
0.0 0.0 -0.1
0.4 0.1 0.1
-0.3 -0.1 0.1